No. 1
The following is a DFT calculation (ωB97M-V/def2-TZVPD) of a cluster of 3 separate species, C22H27FNO4S in total at a distorted geometry.

The geometry in XYZ format:
```
56
C22H27FNO4S | OMol25 | ωB97M-V/def2-TZVPD
C 1.8631 -3.9830 0.0199
C 2.1491 -3.9762 -1.2855
C 3.0221 -2.8791 -1.8969
S 4.0632 -3.7185 -3.1693
C 4.0307 -2.4162 -0.7345
O 3.6759 -1.4037 -0.1106
O 5.0339 -3.1387 -0.5680
N 2.2758 -1.7165 -2.3543
C 0.9489 -1.9406 -2.8785
C -0.1602 -1.8141 -1.8246
C -0.1085 -0.4747 -1.0667
C -0.4367 -0.6568 0.3930
O 0.1163 -0.0528 1.2563
O -1.4106 -1.5823 0.7013
C 3.0388 -0.7260 -3.0308
C 3.1443 -0.7805 -4.5506
F 2.4524 0.5356 -2.7429
H 1.7310 -3.0659 0.5821
H 1.7631 -4.9042 0.5847
H 1.7546 -4.7550 -1.9287
H 3.2062 -4.6641 -3.5868
H 0.8250 -2.9139 -3.3711
H 0.7015 -1.2085 -3.6481
H -1.1017 -1.8595 -2.3795
H -0.1683 -2.6775 -1.1705
H 0.8939 -0.0595 -1.0815
H -0.8478 0.1987 -1.4996
H -0.9907 -2.3422 1.1230
H 4.0432 -0.6714 -2.6164
H 3.3394 0.2318 -4.9080
H 2.2447 -1.1269 -5.0539
H 3.9842 -1.3875 -4.8729
C -4.3265 -0.4662 2.8662
C -5.3726 0.0217 3.6379
C -5.6621 1.3793 3.6364
C -4.9098 2.2470 2.8562
C -3.8660 1.7573 2.0825
C -3.5704 0.4003 2.0897
H -4.0977 -1.5245 2.8690
H -5.9625 -0.6566 4.2420
H -6.4741 1.7611 4.2428
H -5.1370 3.3059 2.8513
H -3.2795 2.4338 1.4741
H -2.7560 0.0159 1.4943
C 0.3161 2.9100 1.9080
C -0.7320 3.3818 2.6881
C -1.0182 4.7406 2.7274
C -0.2597 5.6309 1.9793
C 0.7871 5.1612 1.1970
C 1.0767 3.8032 1.1644
H 0.5386 1.8534 1.8788
H -1.3269 2.6863 3.2667
H -1.8331 5.1057 3.3413
H -0.4842 6.6904 2.0062
H 1.3783 5.8549 0.6120
H 1.8949 3.4364 0.5578
```

Computed properties:
Net charge: -1
HOMO (eV): -4.5931
Kohn-Sham gap (eV): 7.2

---

No. 2
The following is a DFT calculation (ωB97M-V/def2-TZVPD) of an isolated molecule of CH3N3S at a distorted geometry.

The geometry in XYZ format:
```
8
CH3N3S | OMol25 | ωB97M-V/def2-TZVPD
C -0.6705 0.0723 -0.2154
N -1.5040 0.3114 -1.2665
N -1.3476 2.4874 -0.9308
N 0.5633 0.9101 -0.3381
S 0.1368 2.4291 -0.8567
H -1.0517 0.2828 0.8981
H -0.2107 -0.9744 -0.3895
H 1.1681 0.5145 -1.0636
```

Computed properties:
HOMO (alpha / beta) (eV): -9.0530 / -8.6803
Kohn-Sham gap (alpha / beta) (eV): 8.0 / 7.7
ΔE to the lowest compared entry with this formula, charge and spin (kcal per mole): 104.3

---

No. 3
The following is a DFT calculation (ωB97M-V/def2-TZVPD) of a structure of composition C34H24CdN6O2S3 at a distorted geometry.

The geometry in XYZ format:
```
70
C34H24CdN6O2S3 | OMol25 | ωB97M-V/def2-TZVPD
Cd 0.1472 -0.8012 0.0473
C 1.1112 -0.2715 4.8313
O -0.3394 -0.2724 4.6021
C -0.3854 0.0468 3.2689
N 0.6608 0.1521 2.4900
C 1.8026 -0.2769 3.4413
C 2.9578 0.6929 3.2170
C 3.7010 0.4414 2.0265
C 4.8531 1.1524 1.8029
C 5.2576 2.1790 2.6894
C 4.4773 2.4107 3.8347
C 3.3078 1.7436 4.0601
C -1.7681 0.1874 2.7343
C -2.9024 -0.0729 3.5471
C -4.1148 -0.1541 2.9425
C -4.2746 0.1427 1.6190
C -3.1176 0.4049 0.9183
N -1.8985 0.4164 1.4504
C -3.0935 0.6563 -0.5649
N -2.0388 0.9142 -1.2943
C -2.4399 0.7984 -2.7225
C -4.0100 0.7504 -2.6165
O -4.2463 0.4609 -1.2404
C -1.9217 2.0254 -3.3726
C -2.0441 3.2568 -2.7367
C -1.4951 4.4343 -3.1932
C -0.8183 4.4290 -4.4732
C -0.7402 3.1870 -5.1253
C -1.2691 2.0204 -4.6049
H 1.3918 -1.1919 5.4373
H 1.3567 0.6315 5.3484
H 2.0837 -1.2195 3.0300
H 3.2662 -0.2559 1.3192
H 5.3587 0.9060 0.8727
H 6.0467 2.8127 2.3817
H 4.7839 3.2817 4.5113
H 2.6551 2.1095 4.8391
H -2.7685 -0.2067 4.5711
H -5.0053 -0.3443 3.5166
H -5.2607 0.2315 1.1998
H -1.9385 -0.1452 -3.0737
H -4.4357 -0.0806 -3.2261
H -4.4166 1.7113 -2.8950
H -2.5714 3.2802 -1.7547
H -1.7909 5.4019 -2.7999
H -0.4471 5.3112 -5.0383
H -0.2012 3.0844 -6.1377
H -1.2492 1.1203 -5.2324
S -1.1012 -2.1235 -1.5731
C -0.2959 -3.6674 -1.2660
C -0.6908 -4.7426 -2.1178
C -0.1441 -6.0413 -2.0817
C -0.3926 -7.0033 -3.1488
N -0.5864 -7.7081 -4.0582
C 0.6949 -6.2466 -0.9957
C 1.0703 -5.2957 -0.0862
C 0.6684 -3.9935 -0.2254
S 1.3300 -2.8373 0.8383
C 1.3606 -7.4927 -0.8739
N 2.0792 -8.3714 -0.7082
H -1.3266 -4.3684 -2.9478
H 1.7305 -5.6347 0.6808
S 2.4266 3.0021 -1.9372
C 1.9189 3.2788 -0.3641
C 1.2662 2.2273 0.1323
N 1.2129 1.1116 -0.6462
C 1.8206 1.3899 -1.7939
H 2.0099 4.2824 0.1306
H 0.7758 2.1705 1.0507
H 1.9559 0.5716 -2.4565
```

Computed properties:
HOMO (eV): -7.1834
Kohn-Sham gap (eV): 6.4
ΔE to the lowest compared entry with this formula, charge and spin (kcal per mole): 42.1

---

Please write out number 3 again, unchanged.
The following is a DFT calculation (ωB97M-V/def2-TZVPD) of a structure of composition C34H24CdN6O2S3 at a distorted geometry.

The geometry in XYZ format:
```
70
C34H24CdN6O2S3 | OMol25 | ωB97M-V/def2-TZVPD
Cd 0.1472 -0.8012 0.0473
C 1.1112 -0.2715 4.8313
O -0.3394 -0.2724 4.6021
C -0.3854 0.0468 3.2689
N 0.6608 0.1521 2.4900
C 1.8026 -0.2769 3.4413
C 2.9578 0.6929 3.2170
C 3.7010 0.4414 2.0265
C 4.8531 1.1524 1.8029
C 5.2576 2.1790 2.6894
C 4.4773 2.4107 3.8347
C 3.3078 1.7436 4.0601
C -1.7681 0.1874 2.7343
C -2.9024 -0.0729 3.5471
C -4.1148 -0.1541 2.9425
C -4.2746 0.1427 1.6190
C -3.1176 0.4049 0.9183
N -1.8985 0.4164 1.4504
C -3.0935 0.6563 -0.5649
N -2.0388 0.9142 -1.2943
C -2.4399 0.7984 -2.7225
C -4.0100 0.7504 -2.6165
O -4.2463 0.4609 -1.2404
C -1.9217 2.0254 -3.3726
C -2.0441 3.2568 -2.7367
C -1.4951 4.4343 -3.1932
C -0.8183 4.4290 -4.4732
C -0.7402 3.1870 -5.1253
C -1.2691 2.0204 -4.6049
H 1.3918 -1.1919 5.4373
H 1.3567 0.6315 5.3484
H 2.0837 -1.2195 3.0300
H 3.2662 -0.2559 1.3192
H 5.3587 0.9060 0.8727
H 6.0467 2.8127 2.3817
H 4.7839 3.2817 4.5113
H 2.6551 2.1095 4.8391
H -2.7685 -0.2067 4.5711
H -5.0053 -0.3443 3.5166
H -5.2607 0.2315 1.1998
H -1.9385 -0.1452 -3.0737
H -4.4357 -0.0806 -3.2261
H -4.4166 1.7113 -2.8950
H -2.5714 3.2802 -1.7547
H -1.7909 5.4019 -2.7999
H -0.4471 5.3112 -5.0383
H -0.2012 3.0844 -6.1377
H -1.2492 1.1203 -5.2324
S -1.1012 -2.1235 -1.5731
C -0.2959 -3.6674 -1.2660
C -0.6908 -4.7426 -2.1178
C -0.1441 -6.0413 -2.0817
C -0.3926 -7.0033 -3.1488
N -0.5864 -7.7081 -4.0582
C 0.6949 -6.2466 -0.9957
C 1.0703 -5.2957 -0.0862
C 0.6684 -3.9935 -0.2254
S 1.3300 -2.8373 0.8383
C 1.3606 -7.4927 -0.8739
N 2.0792 -8.3714 -0.7082
H -1.3266 -4.3684 -2.9478
H 1.7305 -5.6347 0.6808
S 2.4266 3.0021 -1.9372
C 1.9189 3.2788 -0.3641
C 1.2662 2.2273 0.1323
N 1.2129 1.1116 -0.6462
C 1.8206 1.3899 -1.7939
H 2.0099 4.2824 0.1306
H 0.7758 2.1705 1.0507
H 1.9559 0.5716 -2.4565
```

Computed properties:
HOMO (eV): -7.1834
Kohn-Sham gap (eV): 6.4
ΔE to the lowest compared entry with this formula, charge and spin (kcal per mole): 42.1